Formula: C13H44O9
Source: OMol25
Level of theory: wB97M-V/def2-TZVPD

Output
Largest force on an atom in Eh/bohr: 0.053
Expectation value of S²: 0.755
Charge: +1
M in g mol⁻¹: 344.49
Spin multiplicity: 2
HOMO (spin up / spin down) in eV: -12.376 / -12.333
Energy above the lowest of the compared OMol25 structures with the same formula, charge and spin in kcal/mol: 0.0

Atoms and positions in Å:
C -2.9935 3.5228 1.3490
H 3.3819 1.1234 -3.1770
H 1.9952 -3.7571 -0.1690
H -1.4655 -1.6126 1.3950
H -2.3571 4.2020 0.7816
H -2.4452 3.8227 3.4678
H 0.5426 -3.0222 1.6048
O 1.5015 -3.4119 -4.4208
H 2.5050 1.5868 1.7643
H 1.6067 -4.2986 -4.7733
H -3.9715 3.9342 1.5987
C 1.9878 3.6039 -1.4761
H -0.5593 0.5051 0.1243
C -0.9727 2.5308 2.6032
H 0.9196 -4.4716 1.8261
H 2.2771 1.6229 -1.1341
C 0.1460 -3.0019 -4.4413
H 4.9012 1.6822 -1.3116
H 4.2017 2.8253 -0.1516
H -3.0339 2.5687 0.8235
H -0.5549 -3.5584 -3.8191
H 0.9120 3.5441 -1.6406
H 0.2882 -0.7208 -4.9250
H 3.1982 0.0648 1.0381
O 1.9844 -4.1062 -1.0602
H 3.8525 0.8116 2.5143
H -3.5394 -1.1286 2.7486
O 1.2839 -3.5864 1.8245
H -0.3481 3.2479 2.0705
O -5.5249 -3.0622 0.6730
H 1.2931 0.0897 4.6651
C 2.0173 -0.1420 2.8203
O 1.6881 0.6182 3.9678
C 2.8594 2.3739 -1.6680
H 0.6949 -1.2059 -3.2829
H -3.1671 -2.1738 -0.8346
C -1.1520 -1.6110 -0.4868
H 4.8492 3.2951 -1.7726
H -2.8999 -0.7318 -1.6220
O -2.6572 -0.7725 2.6437
C 2.9433 0.6061 1.9492
H -0.6194 2.3840 3.6238
H -0.9852 1.6385 1.9772
H -2.3487 -0.6282 3.5383
H -0.9747 -1.1429 -3.8114
O 2.9342 1.9634 -3.0522
H -5.4109 -3.9919 0.8706
H 1.9586 3.8763 -0.4211
H 1.7282 -3.3629 -1.6061
C -0.3609 -0.2734 -0.6124
O -3.1750 2.0215 3.1401
H 2.3646 -1.1293 3.1249
H -3.0308 -0.5676 0.0526
H -3.0176 1.3222 2.5016
O -0.9511 -2.1384 0.7782
C -2.3888 3.0462 2.7050
H 0.7062 -0.4955 -0.6122
H 2.3705 4.4025 -2.1115
H 1.0875 -0.2959 2.2727
H -6.1123 -3.0478 -0.0826
C -2.6199 -1.2408 -0.6997
H -0.5682 0.1283 -1.6043
H -0.8621 -2.3198 -1.2625
C 4.2699 2.5647 -1.2078
H -0.2160 -3.1052 -5.4643
C 0.0336 -1.4147 -4.1239

Formula: C14H26F8NO2Si
Source: OMol25
Level of theory: wB97M-V/def2-TZVPD

Output
Largest force on an atom in Eh/bohr: 0.010
Charge: +1
M in g mol⁻¹: 420.44
HOMO in eV: -12.546

Atoms and positions in Å:
H -0.6672 -3.1220 -1.6525
H -2.5517 -0.6777 -4.2930
F 0.8751 1.9596 3.2066
H -0.4046 -1.3303 -0.4388
H 2.4591 1.1418 -0.3086
F -0.9506 1.2843 2.2642
H 1.4235 -2.2594 -2.0806
C 0.2729 -0.2451 -4.1332
F 1.8146 2.6284 5.7722
F 0.2710 -0.5860 3.6668
H 1.9592 4.6174 5.6334
C 1.3816 3.8499 6.1549
H 0.3252 -4.3208 -5.4656
H 1.8762 -0.4463 1.1283
H 1.1847 0.1754 -4.5748
C 1.4173 -0.0140 -1.8810
C -0.4885 0.3494 4.3149
F -0.4081 5.2833 6.2373
C 1.5755 -1.4544 -1.3650
N 1.0734 -0.2172 0.5455
Si -0.9512 -2.6754 -4.1560
F -0.8286 3.1627 6.6260
H 0.3684 0.1571 1.1811
H -3.3106 -2.1473 -3.7093
C -2.5750 -1.7609 -4.4230
H -1.4065 -4.7324 -5.4404
C 0.1589 0.2841 -2.7049
H 0.0690 1.3752 -2.7829
O -1.1228 2.6519 3.9865
C -0.5805 3.9050 4.4004
F 1.5741 3.9719 7.4783
O 0.3811 -1.6517 -4.1850
C -0.4033 1.6386 3.4834
H -0.5624 0.1122 -4.7400
C -0.1161 4.0087 5.8614
C -0.6879 -3.9104 -5.5197
C 1.4611 0.7763 -0.5437
C 0.6429 -1.4756 -0.1666
H -2.9516 -1.9891 -5.4233
H 0.7577 1.6073 -0.5373
F 0.0039 0.5283 5.5387
H -1.4289 4.5826 4.3328
H 0.7038 -2.3558 0.4727
H -1.5207 0.0009 4.3681
H -2.1135 -3.8442 -2.3479
H 0.1854 4.2598 3.7113
C -1.0558 -3.6326 -2.5397
H -0.8095 -3.4492 -6.5038
H 2.5994 -1.5375 -0.9758
H -0.5479 -4.5972 -2.6332
H -0.7462 -0.0984 -2.2196
H 2.3113 0.2691 -2.4450

Formula: C20H23BClNO13
Source: OMol25
Level of theory: wB97M-V/def2-TZVPD

Output
Largest force on an atom in Eh/bohr: 0.167
SMILES: C[C@@H](Cl)Cc1ccc2c(c1)C(=O)N(B(O)O)C2=O.O=C1OCCO1.O=C1OCCO1.O=C1OCCO1
M in g mol⁻¹: 531.66
HOMO in eV: -9.766

Atoms and positions in Å:
H 6.8952 0.1156 2.5366
H 0.5876 -3.6650 1.2576
N -1.5196 0.5665 0.5419
H 3.1341 1.4410 0.9333
H 5.6372 -0.9976 0.3410
H -2.4646 0.8893 -1.9942
H 6.2111 1.4758 0.0978
H -1.7437 5.2895 -2.6880
H -4.6673 -0.2717 -3.1510
C -0.3808 7.2546 -1.2623
O -2.1838 -1.9086 0.5121
C 2.6408 0.3832 1.0169
H 5.0204 2.4705 1.2976
C -0.1846 1.3073 0.5839
O -0.4148 -8.2271 0.6281
H -3.3993 2.5288 2.4280
C 5.1994 -0.9426 1.4327
C -2.2349 0.2435 -5.0419
H 0.3431 4.3173 -2.0406
C 0.3187 -1.2559 0.9242
O -0.9267 -6.0135 0.3600
H 5.5695 -1.8988 2.0137
C 5.9410 1.7152 1.2158
O -0.1454 8.4448 -1.1368
C -2.8691 0.9194 -3.0097
H -2.4242 0.4691 3.6768
C -1.2674 -0.9469 0.6486
C -1.5046 5.3581 -1.6215
C 3.5634 -0.9840 1.2877
C -0.0718 5.0438 -1.3366
C -2.8510 -6.0460 1.5863
O -1.8255 0.9743 -3.9640
O -1.6566 0.2147 -6.1154
O 0.1117 2.5985 0.4063
H -2.6694 -5.2746 -0.4271
Cl 4.8346 0.7363 3.7459
C -3.5977 -0.3347 -3.3694
O -3.3709 2.1074 1.5193
O -3.3756 -0.4521 -4.7619
H 0.0812 4.6780 -0.3159
O 0.5697 6.2978 -1.4734
C -1.1757 -7.2867 0.7846
C 1.1487 -2.6383 1.2191
H -3.9369 -5.9961 1.4681
O -2.3870 -7.3708 1.4084
H 6.8683 2.3350 1.6419
H -2.1907 4.7166 -1.0615
H -3.4942 1.8119 -3.1177
H -3.1837 -1.2168 -2.8695
C 5.7897 0.3918 2.1807
C -2.1277 -5.2830 0.5245
C 1.0182 0.2245 0.8448
C 2.8027 -2.4695 1.3991
O -1.6299 6.7063 -1.2108
O -2.7793 0.0197 2.8375
H -2.5870 -5.7112 2.5951
H -1.9168 -4.2524 0.8227
B -2.5204 0.8744 1.6405
H 3.3924 -3.4767 1.6104

Formula: C25H29MnN6O8S3
Source: OMol25
Level of theory: wB97M-V/def2-TZVPD

Output
Largest force on an atom in Eh/bohr: 0.017
Expectation value of S²: 8.753
Charge: -1
M in g mol⁻¹: 692.68
Spin multiplicity: 6
HOMO (spin up / spin down) in eV: -5.587 / -5.605

Atoms and positions in Å:
C 3.3646 -0.6840 0.2503
N -1.6771 -0.7025 1.5456
H -0.1417 -2.5348 0.4557
C 1.8622 3.4683 -4.2386
H -2.8460 4.2769 3.4648
C -4.1843 0.7300 3.4977
O 2.5175 -2.8564 1.4099
O 1.0669 -3.4850 -2.9284
O 2.5596 2.0331 1.8898
H -0.6581 -5.1932 1.5527
N -0.2438 1.2318 -2.3568
N -0.0670 3.4339 -2.5903
C 0.8000 1.5138 -3.2310
H -1.3008 -3.6291 2.1077
H -4.4208 3.5096 3.3262
C 5.1041 0.2577 -1.6928
H -1.5659 2.5351 -1.3519
H -0.1546 4.3982 -2.3309
N -3.0347 1.0338 2.6584
H -1.2690 -5.6004 -1.4049
H -2.5706 -3.3160 0.0836
O 2.4245 3.0997 -0.3033
H -3.3248 2.6929 1.3898
C 4.1552 1.1051 -1.1454
C 2.5414 1.2046 -4.8079
H 3.4078 2.9924 -5.6300
C 2.6635 2.5941 -4.9509
C -2.8187 2.4534 2.3266
H 0.8810 -4.9119 -0.8304
O 0.7718 1.4683 0.3403
O 0.7441 -1.8297 -1.4474
C 3.2662 0.6491 -0.1810
S -4.5873 1.0794 -1.3132
O 3.0428 -0.9456 2.8106
C -0.7152 2.3927 -2.0041
N 0.1039 -3.5169 0.5359
Mn -0.2292 -0.2519 -0.3723
C -2.0620 -4.2800 0.1460
H -3.4303 3.2810 5.6337
H 1.9689 4.5420 -4.3310
C -0.9944 -4.2056 1.2381
C -3.1428 2.6154 4.8187
H -1.7463 2.6041 2.1886
H 4.0760 2.1385 -1.4518
H 1.5313 -0.4282 -3.8033
H 5.9211 -1.7270 -1.7065
C 0.7231 -3.0368 -1.8437
N -2.2456 -0.4403 -1.1828
H 4.3592 -2.5491 0.0433
S 2.4201 -1.3809 1.5957
H -2.7975 -5.0574 0.3424
C 0.1826 -4.0792 -0.8332
H -2.0766 2.4072 4.9321
C -1.2576 -4.5421 -1.1486
C 1.6205 0.6438 -3.9431
H 5.7802 0.6315 -2.4528
H -4.9024 1.4526 5.3942
H 1.0623 -3.4404 0.9855
C 0.9235 2.8996 -3.3883
H -4.3356 -0.3464 3.5266
C -3.9403 1.2976 4.9011
C 4.3146 -1.5284 -0.3070
C -3.3552 3.3137 3.4741
H -5.0712 1.1812 3.0468
H -3.3788 0.5728 5.4915
C -2.3131 0.1069 2.0708
H 3.2000 0.5598 -5.3763
H -1.6590 -3.9916 -1.9965
C 5.1821 -1.0606 -1.2801
O 1.0217 -0.9648 1.4115
S 2.1799 1.9188 0.5072
C -3.2262 0.1954 -1.2367